92
Properties=species:S:1:pos:R:3:forces:R:3:mulliken_charge:R:1 method="wB97M-V/def2-TZVPD" orbital_gap_ev=6.0 e_above_lowest_kj_mol=30.3 homo_ev=-10.2 max_force_ha_per_bohr=0.0386 total_charge=+1 multiplicity=1 lumo_ev=-4.297
C -2.979 0.220 3.883 0.0464 0.8131 -0.3527 -1.30
C -2.390 0.006 2.496 -0.2684 -0.4408 0.0926 0.68
C -3.072 -1.117 1.742 0.3349 -0.1446 -0.2033 -1.43
N -1.433 0.739 2.091 1.2025 -1.1262 1.1075 0.11
C -0.342 0.256 1.203 -0.9494 0.5889 -0.7772 -0.68
C 0.904 -0.005 2.015 -0.0485 -0.1675 0.4269 0.25
C 1.345 -1.310 2.266 -0.0509 0.3713 0.1504 -0.58
C 2.408 -1.529 3.151 0.0133 0.2189 -0.0784 -0.54
C 3.048 -0.441 3.762 -0.3061 0.0043 -0.1959 -0.45
C 2.636 0.866 3.468 -0.0849 -0.1664 -0.1522 -0.61
C 1.570 1.078 2.592 0.1681 -0.2199 0.2028 0.09
H -4.005 0.602 3.820 0.0592 -0.2147 0.2001 0.34
H -3.008 -0.733 4.428 0.0550 0.1748 -0.2382 0.44
H -2.364 0.940 4.432 -0.1557 -0.1782 -0.0246 0.32
H -4.100 -1.213 2.114 0.2626 -0.1007 -0.1069 0.38
H -3.108 -0.895 0.670 0.0626 -0.0976 0.1461 0.42
H -2.558 -2.078 1.878 -0.1618 0.1452 0.0219 0.34
H -0.588 -0.633 0.597 -0.0873 0.3180 0.1364 0.66
H -0.141 1.114 0.549 0.0711 -0.3625 -0.2771 -0.04
H 0.822 -2.134 1.770 0.2656 0.1581 0.2968 0.35
H 2.732 -2.551 3.367 -0.0813 0.3813 -0.0712 0.38
H 3.857 -0.607 4.474 -0.2082 0.0156 -0.2572 0.38
H 3.134 1.726 3.920 -0.0955 -0.3317 -0.0929 0.39
H 1.228 2.088 2.357 0.1702 -0.3959 0.1744 0.24
C -9.534 7.689 1.410 0.1124 -0.1668 -0.0921 -0.38
C -9.371 6.655 2.342 0.1643 0.1273 -0.1455 -0.68
C -8.646 5.516 1.998 0.0412 0.0752 -0.3197 -0.24
C -8.130 5.380 0.701 -0.3216 0.4367 0.1390 -0.03
N -7.512 4.147 0.342 0.4946 -0.1078 0.1917 0.95
C -8.240 3.268 -0.511 -0.4886 -0.3896 -0.1492 -0.06
C -8.248 3.501 -1.889 0.0071 -0.3214 0.1050 -0.09
C -8.973 2.656 -2.730 0.0106 0.0121 0.2122 -0.81
C -9.701 1.589 -2.188 0.0929 0.1308 0.0738 -0.41
C -9.714 1.378 -0.804 0.1124 0.1290 -0.1097 -0.83
C -8.993 2.227 0.038 0.1102 -0.0101 -0.3205 -0.02
C -6.154 3.905 0.598 -0.3081 0.1665 -0.1588 0.50
C -5.766 2.707 1.224 0.1752 -0.0243 0.0693 -0.91
C -4.449 2.528 1.594 0.1741 0.1208 -0.0066 0.29
C -3.441 3.444 1.200 -0.6274 -0.1506 -0.4206 0.07
C -2.064 3.228 1.557 0.7412 1.0830 -0.2835 -0.28
C -1.014 3.588 0.667 -0.5562 -0.4981 0.1147 -0.02
C 0.269 4.037 1.098 0.1160 0.2180 -0.3296 -0.69
C 1.160 4.584 0.189 -0.2195 -0.2132 1.0395 -0.93
C 0.840 4.630 -1.186 0.4118 1.1576 -0.8744 1.39
N 1.614 5.382 -2.057 -0.9691 -0.8718 1.2321 0.87
C 1.606 5.174 -3.457 0.3358 -0.0438 -1.0901 0.04
C 1.619 6.281 -4.320 -0.1830 -0.3378 0.0765 -0.23
C 1.747 6.086 -5.695 0.0279 -0.2886 0.1353 -0.67
C 1.954 4.798 -6.206 0.0111 0.0722 0.1752 -0.43
C 1.983 3.699 -5.338 -0.3258 0.2375 0.1119 -0.82
C 1.748 3.878 -3.972 0.2415 0.2523 -0.1774 0.15
C 2.553 6.338 -1.561 0.8500 0.5362 0.0721 -1.44
C 3.909 5.992 -1.528 -0.2572 0.1066 0.1639 0.21
C 4.852 6.927 -1.102 -0.1623 -0.0130 -0.0746 -0.79
C 4.451 8.226 -0.775 -0.1419 -0.1267 -0.0086 -0.36
C 3.099 8.576 -0.833 -0.0376 -0.2048 0.0203 -0.84
C 2.142 7.630 -1.211 0.1015 -0.3146 -0.0267 0.28
C -0.336 4.000 -1.651 -0.6771 -0.5131 0.1633 -0.88
C -1.245 3.501 -0.742 0.2043 0.6225 -0.2667 -0.77
C -3.847 4.591 0.453 0.2673 -0.2295 0.2049 -0.51
C -5.186 4.853 0.229 0.1051 -0.1623 0.1608 -0.82
C -8.316 6.393 -0.239 -0.0313 0.2406 0.2998 0.06
C -8.994 7.560 0.126 0.0229 -0.1571 0.0597 -0.82
H -10.084 8.593 1.684 0.1897 -0.3320 -0.0959 0.38
H -9.803 6.737 3.339 0.1247 0.0306 -0.2544 0.37
H -8.487 4.703 2.708 -0.1124 0.2312 -0.1568 0.40
H -7.674 4.344 -2.278 -0.1699 -0.3475 -0.0050 0.31
H -8.961 2.841 -3.806 -0.0787 -0.1374 0.3217 0.37
H -10.262 0.926 -2.849 0.1694 0.2064 0.2360 0.38
H -10.284 0.553 -0.373 0.1210 0.2302 -0.1821 0.37
H -8.991 2.095 1.122 -0.0820 -0.0045 -0.3011 0.39
H -6.528 1.964 1.465 0.2648 0.2509 -0.0255 0.38
H -4.147 1.652 2.165 -0.2031 0.2646 -0.2458 -0.10
H -1.826 2.925 2.580 -0.0160 0.1753 -0.3924 0.53
H 0.500 4.007 2.167 -0.0246 0.1667 -0.4030 0.68
H 2.104 5.012 0.533 -0.3549 -0.1663 -0.1187 0.49
H 1.519 7.282 -3.897 0.0453 -0.2805 -0.1990 0.42
H 1.694 6.946 -6.365 0.0995 -0.2752 0.1782 0.41
H 2.097 4.653 -7.279 -0.0269 0.0453 0.3864 0.38
H 2.186 2.696 -5.717 -0.1588 0.2927 0.0498 0.37
H 1.718 3.027 -3.289 0.1748 0.1955 -0.2297 0.44
H 4.200 4.982 -1.831 -0.0298 0.3402 0.1188 0.42
H 5.898 6.631 -1.032 -0.2438 0.1737 -0.0695 0.40
H 5.194 8.965 -0.474 -0.2310 -0.2139 -0.0672 0.40
H 2.775 9.586 -0.579 0.1444 -0.2625 -0.0620 0.38
H 1.077 7.878 -1.256 0.3694 -0.0184 0.0298 0.48
H -0.563 3.974 -2.717 0.1212 -0.0161 0.3646 0.55
H -2.180 3.066 -1.099 0.2975 0.1272 0.1124 0.77
H -3.099 5.300 0.093 -0.1605 -0.1882 0.2506 0.46
H -5.508 5.771 -0.266 0.1507 -0.2620 0.1501 0.45
H -7.920 6.258 -1.247 -0.1604 0.1616 0.2779 0.21
H -9.098 8.364 -0.603 -0.0575 -0.2103 0.2373 0.37



9
Properties=species:S:1:pos:R:3:forces:R:3:nbo_charge:R:1 method="wB97M-V/def2-TZVPD" orbital_gap_ev="6.7 / 8.3" e_above_lowest_kj_mol=312.9 homo_ev="-8.3 / -9.2" max_force_ha_per_bohr=0.0566 multiplicity=1 lumo_ev="-1.594 / -0.949"
C 2.149 -0.278 0.420 -0.0200 2.2558 -0.7508 0.25
C -1.204 0.350 -0.483 2.2322 1.7171 0.7324 -1.01
F 3.197 -1.003 0.121 -0.5237 0.1122 0.2399 -0.31
P -1.082 -1.396 0.033 0.7295 -0.4246 -0.0653 0.37
S 1.960 1.335 0.186 0.4782 -2.3933 0.4842 0.02
H -0.699 1.122 0.263 -0.8082 -1.6611 -1.8389 0.25
H -2.209 0.578 -0.439 -2.6006 0.5641 0.4531 0.23
H -1.015 0.585 -1.572 0.5873 -0.5948 1.2515 0.25
H -1.097 -1.293 1.471 -0.0746 0.4245 -0.5060 -0.06



119
Properties=species:S:1:pos:R:3:forces:R:3:mulliken_charge:R:1 method="wB97M-V/def2-TZVPD" orbital_gap_ev=9.9 e_above_lowest_kj_mol=0.0 homo_ev=-9.4 max_force_ha_per_bohr=0.0801 multiplicity=1 lumo_ev=0.474
C -3.986 -2.189 -1.363 0.8845 -0.4158 0.2331 -0.38
C -4.817 -2.496 -0.143 -1.3886 -0.7749 -0.3885 -0.80
O -4.513 -1.690 0.972 -0.9075 1.4890 -0.8087 -0.34
C -3.591 -2.134 1.795 -1.1885 1.8126 -0.5081 0.89
O -3.213 -3.234 1.815 1.8568 -3.6618 0.3427 -0.59
O -3.239 -1.140 2.564 1.2249 1.3532 0.6826 -0.25
C -2.114 -1.392 3.423 -1.1033 -1.1786 1.4167 -0.67
H -4.296 -2.824 -2.193 -0.3391 0.2821 -0.1023 0.58
H -2.917 -2.408 -1.258 -0.1009 0.0255 0.3426 -0.10
H -4.072 -1.127 -1.590 -0.1502 -0.0369 -0.2657 0.18
H -4.892 -3.532 0.193 0.6661 -0.0919 -0.3345 0.39
H -5.849 -2.275 -0.435 0.0060 0.3673 0.3372 0.35
H -2.216 -0.684 4.241 0.4134 0.4000 -0.3157 0.37
H -1.133 -1.469 2.965 -0.1347 0.5053 -0.5168 -0.04
H -2.303 -2.360 3.901 0.1982 -0.0253 -0.0956 0.44
C 0.423 0.743 0.504 0.5978 2.1224 -1.1089 0.02
C -0.962 0.173 0.221 0.4329 -0.4660 0.6769 2.17
C -0.525 -1.301 0.109 0.1351 0.2956 -0.5726 0.20
O 0.425 -1.454 1.157 -0.0981 -1.1105 0.4593 -0.39
C 1.091 -0.235 1.451 -0.9464 0.4203 -0.8713 0.17
H 0.410 1.789 0.841 -0.2448 -0.2845 0.5595 0.70
H 0.995 0.893 -0.425 -0.0750 -0.6929 -0.0308 -0.89
H -1.474 0.622 -0.623 0.1718 -0.2230 -0.2845 -0.90
H -1.565 0.388 1.107 -0.2417 -0.4610 -0.0447 -0.80
H -0.034 -1.459 -0.866 0.1049 0.3484 0.1122 -1.06
H -1.234 -2.130 0.148 -0.3060 0.3412 0.6150 0.42
H 2.148 -0.356 1.237 0.2477 0.1029 0.2973 -0.07
H 0.881 0.090 2.472 0.3243 -0.3924 0.2379 0.08
C 1.483 -3.462 -2.368 0.0201 -0.0742 -0.6656 -0.42
C 0.293 -2.890 -3.176 -0.8890 -0.9237 0.2974 0.35
C 0.840 -1.674 -3.890 -0.1869 1.1533 -0.3705 -0.08
O 2.084 -1.366 -3.284 0.0809 -0.3344 -0.2537 -0.37
C 2.654 -2.581 -2.791 0.4200 0.5968 0.2425 -0.50
H 1.657 -4.492 -2.672 0.0808 -0.0826 0.3724 0.36
H 1.264 -3.394 -1.306 0.1475 -0.1045 0.0993 0.05
H -0.530 -2.782 -2.461 0.0857 0.8428 -0.2264 -0.58
H -0.159 -3.581 -3.895 0.5180 -0.1573 -0.0389 0.64
H 0.249 -0.750 -3.853 -0.1768 -0.2177 0.4411 -0.24
H 0.939 -1.823 -4.975 0.3086 -0.4595 0.1432 0.41
H 3.341 -2.223 -2.023 -0.1863 -0.4017 0.4110 0.27
H 3.301 -3.099 -3.509 -0.2958 0.1763 -0.4444 0.28
C 4.561 0.718 3.255 -0.3143 0.5257 -0.9531 0.00
C 4.483 1.130 4.737 -1.2084 -0.2339 -0.5563 -0.67
C 4.486 -0.220 5.460 0.8807 -0.0378 0.4120 -0.40
O 5.199 -1.089 4.570 -0.7827 -0.1505 0.4521 -0.45
C 4.619 -0.810 3.308 1.4727 0.1322 -1.3918 0.15
H 5.404 1.152 2.713 0.4540 -0.2489 0.5208 0.24
H 3.752 1.108 2.623 -0.4100 -0.3048 0.4538 -0.01
H 3.539 1.639 4.952 0.2690 0.2562 -0.0079 0.33
H 5.327 1.762 4.991 0.0184 -0.0502 0.3258 0.25
H 3.532 -0.712 5.672 -0.3052 0.5941 -0.1917 0.17
H 5.007 -0.085 6.413 0.2032 -0.5511 -0.1491 0.39
H 3.675 -1.279 3.011 -0.2891 -0.1217 1.0569 -0.30
H 5.335 -1.219 2.586 0.0010 0.1775 -0.0445 0.36
C -3.614 2.396 1.782 -0.6472 -0.3699 0.2843 0.27
C -3.314 3.809 1.278 0.3168 -0.4131 0.6968 -0.02
C -3.840 4.702 2.417 -0.6272 0.0917 -0.6992 -0.50
O -4.655 3.877 3.242 0.2649 -0.1012 0.1968 -0.45
C -4.878 2.617 2.591 -0.3144 0.4875 0.5263 -0.51
H -2.887 2.017 2.505 0.3487 0.1773 -0.2934 -0.02
H -3.732 1.659 0.987 0.0065 0.0053 0.0217 0.08
H -3.866 4.000 0.360 0.2420 0.0354 -0.1725 0.25
H -2.236 3.888 1.154 -0.0606 0.4070 -0.3785 -0.12
H -4.493 5.488 2.024 0.1786 0.1365 -0.1274 0.25
H -3.045 5.198 2.972 -0.0066 -0.2705 0.3452 0.32
H -5.799 2.665 1.991 0.1994 0.0077 -0.1223 0.26
H -5.048 1.920 3.413 0.0869 -0.2395 -0.2665 0.27
C 3.905 1.342 -1.048 0.3231 -0.3209 1.0236 0.10
C 3.277 1.792 -2.338 -0.8705 0.9848 -0.3367 0.77
C 4.499 1.996 -3.234 0.2529 -0.7194 1.1708 -0.63
O 5.546 2.420 -2.334 0.3088 0.5893 -0.3218 -0.47
C 5.232 2.150 -0.989 -1.5477 -1.1644 -0.1254 -0.52
H 4.119 0.267 -1.013 0.0509 0.0326 -0.4734 -0.06
H 3.304 1.490 -0.147 -0.1244 0.3307 -0.1369 0.02
H 2.740 2.746 -2.214 0.5780 0.0482 0.2340 -0.39
H 2.463 1.169 -2.715 0.5985 -0.5544 -0.2197 0.06
H 4.404 2.772 -3.986 -0.0850 -0.2489 -0.2743 0.31
H 4.824 1.013 -3.598 -0.2032 0.3027 -0.6273 0.24
H 5.044 3.057 -0.414 0.4613 0.1820 -0.0144 0.30
H 5.973 1.492 -0.538 0.4285 0.4385 0.1387 0.33
C -1.211 3.314 -1.664 0.5441 1.0635 -0.0421 1.04
C -1.892 4.478 -2.440 0.3554 0.3599 0.7917 -0.74
C -1.001 4.715 -3.647 0.1306 -2.0663 -1.6315 -0.49
O -0.325 3.432 -3.838 -0.0945 0.1636 0.2822 -0.50
C 0.024 3.056 -2.524 0.1990 -0.4274 0.3384 -0.08
H -1.901 2.481 -1.579 0.1338 -0.1673 -0.0184 -0.47
H -0.885 3.633 -0.673 -0.2192 -0.1682 0.0981 0.22
H -1.947 5.408 -1.869 -0.2700 -0.2161 0.1989 0.31
H -2.891 4.121 -2.674 -0.0915 0.4596 -0.4695 0.28
H -0.192 5.445 -3.630 -0.3617 0.4843 0.6528 0.29
H -1.551 4.811 -4.585 -0.0938 0.4763 0.1391 0.30
H 0.867 3.672 -2.172 -0.2069 0.1316 0.0230 0.17
H 0.389 2.027 -2.469 -0.2533 -0.0310 -0.3962 -0.38
C 1.380 -4.989 3.958 0.4437 0.2157 0.5002 -0.57
C 2.896 -5.225 4.192 -0.5774 -0.1678 -0.7743 -0.74
C 3.379 -3.905 4.821 0.2091 -1.3243 0.1850 -0.27
O 2.385 -2.930 4.567 0.1702 0.1687 0.1875 -0.36
C 1.344 -3.483 3.772 -0.2389 0.0167 -0.0516 0.30
H 0.881 -5.342 4.862 -0.3196 0.2911 -0.0671 0.31
H 0.929 -5.477 3.097 0.2196 -0.2461 -0.0077 0.34
H 3.414 -5.430 3.252 -0.0270 0.0006 0.0341 0.22
H 2.994 -6.093 4.840 0.4028 0.0734 0.0463 0.41
H 4.354 -3.608 4.434 -0.1105 0.2291 -0.0824 0.22
H 3.507 -4.119 5.889 -0.1804 0.6661 0.0735 0.26
H 1.491 -3.281 2.704 0.1040 0.2835 0.0827 -0.10
H 0.430 -2.982 4.093 -0.1192 -0.1750 -0.0939 -0.05
C -3.949 1.214 -4.323 -0.2487 -0.2407 1.1108 -0.52
C -2.645 0.550 -3.904 0.9099 -0.0351 0.5041 0.83
C -2.766 -0.934 -4.360 -0.8682 1.9743 -0.9099 0.11
O -4.028 -0.949 -5.071 -0.1070 -0.7252 0.4000 -0.54
C -4.343 0.361 -5.494 -0.1167 0.2139 -1.2984 -0.66
H -3.828 2.296 -4.351 -0.1321 0.0058 -0.7487 0.35
H -4.735 1.021 -3.579 0.2700 0.0851 0.1262 0.21
H -2.435 0.681 -2.838 -0.1898 -0.2880 0.0020 -0.94
H -1.791 1.032 -4.390 -0.1403 0.0051 -0.1632 0.45
H -2.795 -1.612 -3.517 0.0807 -0.3892 -0.2895 -0.17
H -2.013 -1.118 -5.126 0.3778 -0.5294 0.4465 0.24
H -5.398 0.397 -5.777 -0.0445 -0.1235 0.4205 0.40
H -3.830 0.603 -6.444 0.3454 0.0470 0.3534 0.26